ORCA calculation (the ωB97M-V functional and the def2-TZVPD basis) on a molecular structure, C5H9O3Tl.

Calculated values
* E: -594.0132 hartree
* relative energy (zero: lowest compared OMol25 entry of this formula, charge and spin): 49.1 kcal/mol
* strongest force on any atom: 4.12 eV/A

Last column: Löwdin charge in e.
Cartesian coordinates (Å):
O  1.2350  -1.2823  1.7753  -0.438
C  1.4435  -0.1075  1.1175  -0.500
C  0.2971  0.9035  1.3189  -0.171
H  2.3891  0.5996  1.1911  0.129
H  0.2675  1.2519  2.3640  0.126
H  0.5001  1.8045  0.7152  0.105
O  0.2428  -1.8503  -2.0665  -0.126
C  -0.0495  -0.6883  -2.3186  -0.175
C  -0.8899  0.1526  -1.3998  -0.178
O  -1.0999  -0.4813  -0.1750  -0.335
C  -1.0823  0.3452  0.9934  -0.204
Tl  0.1284  -2.3926  0.2311  0.997
H  0.3110  -0.2589  -3.2764  0.144
H  -1.8416  0.3922  -1.9109  0.153
H  -0.3579  1.1174  -1.3054  0.144
H  -1.4211  -0.3097  1.8054  0.125
H  -1.8229  1.1538  0.8783  0.133
H  1.7509  -0.3498  0.0623  0.071



ORCA calculation (the ωB97M-V functional and the def2-TZVPD basis) on a molecular structure, C8H22AlN2O2.

Calculated values
* charge: +3
* E: -819.1267 hartree
* relative energy (zero: lowest compared OMol25 entry of this formula, charge and spin): 35.5 kcal/mol
* strongest force on any atom: 2.48 eV/A

Last column: natural (NBO) charge in e.
Cartesian coordinates (Å):
Al  0.4435  -1.0630  -0.0618  1.593
C  1.2823  2.9941  2.7523  -0.646
C  1.2883  1.5851  2.1930  -0.074
C  1.9653  0.5429  3.0794  -0.100
O  1.9813  -0.7117  2.4227  -0.465
C  2.9859  -1.6225  2.9086  -0.257
N  -0.0902  1.2500  1.7762  -0.669
H  0.6124  3.0739  3.6101  0.247
H  0.9514  3.7454  2.0305  0.259
H  2.2667  3.4090  2.9858  0.298
H  1.7895  1.5719  1.2191  0.201
H  1.5250  0.5106  4.0813  0.249
H  2.9848  0.9354  3.1107  0.236
H  3.0016  -2.3828  2.1325  0.205
H  2.7459  -1.9997  3.9068  0.256
H  3.9454  -1.1031  2.9555  0.224
H  -0.6706  2.0525  1.5162  0.438
H  -0.5906  1.0192  2.6448  0.413
C  -1.2999  -1.8697  -4.5304  -0.682
C  -0.9767  -1.0979  -3.2713  -0.075
C  -2.1885  -0.4433  -2.6366  -0.087
O  -1.7874  -0.0469  -1.3519  -0.583
C  -2.7206  0.8317  -0.6710  -0.260
N  -0.3131  -2.0099  -2.2825  -0.764
H  -2.1122  -2.5977  -4.5767  0.273
H  -0.4336  -2.3669  -4.9751  0.261
H  -1.5616  -1.2148  -5.3729  0.312
H  -0.1901  -0.3572  -3.4255  0.228
H  -3.0214  -1.1411  -2.4947  0.215
H  -2.5536  0.4076  -3.2136  0.247
H  -3.7173  0.4027  -0.7765  0.232
H  -2.7319  1.8141  -1.1505  0.219
H  -2.4340  1.0221  0.3579  0.185
H  -0.9346  -2.8170  -2.1780  0.439
H  0.5586  -2.3230  -2.7144  0.435



ORCA calculation (the ωB97M-V functional and the def2-TZVPD basis) on a gas-phase ion, C6H11N2OS2 (charge +1).

Calculated values
* charge: +1
* E: -1215.8946 hartree
* strongest force on any atom: 4.20 eV/A
* multiplicity: 3

Last column: Mulliken spin population.
Cartesian coordinates (Å):
C  -1.4374  -0.9039  -0.0164  0.628
C  -0.5806  -0.6044  0.9941  0.042
C  1.2668  0.4363  -0.1567  0.064
C  0.7411  1.5208  -0.9027  0.525
C  3.3518  -1.2574  0.6906  -0.009
C  -2.5620  1.5021  -1.2325  0.061
N  0.6393  -0.2149  0.8267  0.185
N  -0.8820  -0.9254  2.3060  0.058
O  -1.5470  -0.4100  -2.7821  0.057
S  2.9578  0.0471  -0.4760  0.205
S  -1.3478  0.1365  -1.4603  0.130
H  -2.1551  -1.6936  0.1035  0.029
H  0.2611  2.4275  -0.3494  0.004
H  1.0726  1.8576  -1.9183  -0.001
H  4.3984  -1.4469  0.4393  0.002
H  2.7582  -2.2182  0.4512  0.011
H  3.1826  -1.0386  1.6898  0.009
H  -3.4837  1.0639  -1.7335  0.004
H  -2.8683  1.6786  -0.2205  -0.002
H  -2.0646  2.2125  -1.8341  0.003
H  -1.5896  -1.5874  2.6257  -0.005
H  -0.1116  -0.5822  2.9556  0.001



ORCA calculation (the ωB97M-V functional and the def2-TZVPD basis) on a molecular structure, C28H25AsHfN5O2S4Te.

Calculated values
* charge: -1
* E: -5651.1937 hartree
* relative energy (zero: lowest compared OMol25 entry of this formula, charge and spin): 0.0 kcal/mol
* strongest force on any atom: 0.94 eV/A

Last column: natural (NBO) charge in e.
Cartesian coordinates (Å):
Hf  -0.3551  0.0744  -0.3559  1.577
S  2.3447  1.5199  3.4598  -0.692
As  1.5895  0.0411  2.1755  0.982
S  -0.7201  0.2491  2.0911  -0.696
S  2.0602  0.5340  0.0523  -0.618
S  2.1274  -1.9735  2.5522  -0.744
O  0.1318  0.2642  -2.3366  -0.858
C  0.1301  1.1775  -3.2999  0.450
C  0.1792  0.7594  -4.6300  -0.278
C  0.1708  1.6774  -5.6626  -0.184
C  0.0982  3.0427  -5.3852  -0.265
C  0.0307  3.4506  -4.0650  -0.162
C  0.0529  2.5402  -3.0071  -0.195
C  -0.0366  3.0264  -1.6147  0.415
N  -0.4561  2.3946  -0.5292  -0.566
C  -0.3719  3.2936  0.5195  -0.045
C  0.0972  4.4742  0.0608  -0.088
N  0.2988  4.2894  -1.2936  -0.504
H  0.2126  -0.3070  -4.8178  0.219
H  0.2053  1.3260  -6.6862  0.209
H  0.0716  3.7701  -6.1842  0.209
H  -0.0788  4.5099  -3.8568  0.192
H  -0.6167  2.9956  1.5237  0.257
H  0.3221  5.3985  0.5588  0.222
H  0.7046  4.9524  -1.9350  0.419
C  5.5678  -1.1303  0.3723  -0.632
C  4.7253  -1.6635  -0.7546  -0.019
C  4.4487  -0.9025  -1.8859  -0.173
C  3.5576  -1.3412  -2.8524  -0.265
C  2.9509  -2.5838  -2.7269  0.204
N  2.0765  -2.9880  -3.7726  -0.646
C  1.3025  -4.1072  -3.9008  0.791
O  1.0537  -4.5955  -4.9884  -0.645
N  0.8797  -4.7152  -2.7332  -0.644
C  0.4475  -4.1082  -1.5339  0.106
C  0.2837  -4.9078  -0.4073  -0.162
C  -0.1336  -4.3359  0.7696  -0.226
C  -0.3909  -2.9725  0.8108  0.107
N  -0.2846  -2.2223  -0.2711  -0.560
C  0.1340  -2.7816  -1.4256  0.044
C  3.2513  -3.3800  -1.6329  -0.274
C  4.1135  -2.9055  -0.6557  -0.168
H  6.1708  -0.2811  0.0480  0.204
H  6.2383  -1.8963  0.7662  0.207
H  4.9324  -0.7944  1.1949  0.256
H  4.8925  0.0811  -1.9878  0.210
H  3.3161  -0.7072  -3.6993  0.209
H  2.2433  -2.5713  -4.6792  0.410
H  0.4864  -5.6234  -2.9450  0.412
H  0.5097  -5.9671  -0.4622  0.215
H  -0.2234  -4.9111  1.6800  0.231
H  -0.6742  -2.4630  1.7224  0.258
H  0.1844  -2.1261  -2.2878  0.247
H  2.8118  -4.3636  -1.5280  0.216
H  4.2832  -3.5124  0.2253  0.218
Te  -2.8240  -0.0858  -1.7612  -0.069
C  -4.4514  -0.2382  -0.4427  -0.238
C  -4.2902  -0.1930  0.9457  -0.185
C  -5.3942  -0.2887  1.7867  -0.215
C  -6.6723  -0.4289  1.2593  -0.247
C  -6.8400  -0.4748  -0.1178  -0.214
C  -5.7389  -0.3813  -0.9662  -0.252
H  -3.3015  -0.0839  1.3737  0.212
H  -5.2504  -0.2524  2.8598  0.206
H  -7.5296  -0.5015  1.9166  0.202
H  -7.8320  -0.5851  -0.5396  0.201
H  -5.8884  -0.4211  -2.0379  0.210



What did the third record say?
ORCA calculation (the ωB97M-V functional and the def2-TZVPD basis) on a gas-phase ion, C6H11N2OS2 (charge +1).

Calculated values
* charge: +1
* E: -1215.8946 hartree
* strongest force on any atom: 4.20 eV/A
* multiplicity: 3

Last column: Mulliken spin population.
Cartesian coordinates (Å):
C  -1.4374  -0.9039  -0.0164  0.628
C  -0.5806  -0.6044  0.9941  0.042
C  1.2668  0.4363  -0.1567  0.064
C  0.7411  1.5208  -0.9027  0.525
C  3.3518  -1.2574  0.6906  -0.009
C  -2.5620  1.5021  -1.2325  0.061
N  0.6393  -0.2149  0.8267  0.185
N  -0.8820  -0.9254  2.3060  0.058
O  -1.5470  -0.4100  -2.7821  0.057
S  2.9578  0.0471  -0.4760  0.205
S  -1.3478  0.1365  -1.4603  0.130
H  -2.1551  -1.6936  0.1035  0.029
H  0.2611  2.4275  -0.3494  0.004
H  1.0726  1.8576  -1.9183  -0.001
H  4.3984  -1.4469  0.4393  0.002
H  2.7582  -2.2182  0.4512  0.011
H  3.1826  -1.0386  1.6898  0.009
H  -3.4837  1.0639  -1.7335  0.004
H  -2.8683  1.6786  -0.2205  -0.002
H  -2.0646  2.2125  -1.8341  0.003
H  -1.5896  -1.5874  2.6257  -0.005
H  -0.1116  -0.5822  2.9556  0.001



Which value of strongest force on any atom does entry 2 give?
2.48 eV/A



What is the strongest force on any atom in the third record?
4.20 eV/A